Record 1
The following is a quantum chemistry calculation of C10H10AlNO2S5Te as an isolated structure in a non-equilibrium geometry, from OMol25.

Last column: Mulliken charge in e.
Geometry (Å):
1 Al 10.84 11.04 4.99  0.242
2 O 15.84 10.64 8.76  -0.571
3 C 14.93 10.24 8.06  0.534
4 S 13.24 9.89 8.65  -0.187
5 C 12.44 9.97 7.14  0.178
6 C 13.23 9.93 5.98  0.164
7 S 12.70 9.89 4.37  -0.299
8 S 14.95 9.98 6.25  -0.198
9 S 10.71 10.03 7.06  -0.326
10 O 9.29 10.64 4.18  -0.284
11 N 8.43 11.71 4.23  0.220
12 C 7.11 11.40 3.98  -0.515
13 C 6.14 12.41 3.95  -0.354
14 C 6.53 13.75 4.19  -0.549
15 C 7.87 14.00 4.20  -0.464
16 C 8.83 13.00 4.46  0.427
17 S 10.58 13.29 4.60  -0.350
18 H 6.83 10.36 3.78  0.351
19 H 5.13 12.09 3.79  0.346
20 H 5.77 14.47 4.40  0.387
21 H 8.33 14.99 4.01  0.255
22 C 10.51 5.47 5.11  -1.070
23 Te 9.90 6.99 3.78  0.187
24 C 8.30 7.35 5.13  -0.894
25 H 10.03 4.56 4.79  0.327
26 H 10.17 5.68 6.13  0.286
27 H 11.58 5.38 5.11  0.353
28 H 8.41 6.74 6.04  0.306
29 H 7.39 7.12 4.60  0.345
30 H 8.30 8.40 5.39  0.154

## Properties
HOMO energy (alpha / beta) = -2.1 / -4.5 eV
Gap between HOMO and LUMO (alpha / beta) = 4.36 / 6.75 eV
2S+1 = 2
Charge = -1


Record 2
The following is a quantum chemistry calculation of C10H10BeN2O4 as an isolated structure in a non-equilibrium geometry, from OMol25.

Last column: Mulliken charge in e.
Geometry (Å):
1 Be 0.71 0.14 -1.45  -0.341
2 O 1.22 -2.38 0.93  -0.365
3 C 1.59 -1.26 0.60  -0.043
4 C 1.71 1.40 0.90  0.432
5 O 1.34 2.40 1.47  -0.392
6 C 2.09 -0.85 -0.73  1.297
7 O 1.44 -1.17 -1.82  -0.283
8 C 1.44 -0.03 1.52  0.437
9 O 0.96 -0.14 2.64  -0.358
10 C 3.14 0.18 -0.78  -0.537
11 H 3.93 -0.02 -0.04  0.364
12 H 3.62 0.22 -1.77  0.375
13 C 2.45 1.49 -0.43  -0.468
14 H 1.76 1.86 -1.24  0.306
15 H 3.22 2.28 -0.35  0.436
16 C -3.54 -1.19 1.12  -0.819
17 N -2.62 -0.46 0.26  0.127
18 C -2.96 0.33 -0.83  -0.412
19 C -1.80 0.76 -1.40  -0.424
20 N -0.73 0.20 -0.69  0.340
21 C -1.27 -0.50 0.33  0.245
22 H -4.22 -0.50 1.62  0.364
23 H -4.15 -1.89 0.53  0.366
24 H -2.97 -1.75 1.87  0.300
25 H -3.99 0.50 -1.12  0.469
26 H -1.64 1.41 -2.25  0.448
27 H -0.74 -1.03 1.11  0.138

## Properties
HOMO energy = -17.6 eV
Gap between HOMO and LUMO = 5.79 eV
2S+1 = 1
Charge = +2
Energy above the lowest of the compared OMol25 structures with the same formula, charge and spin = 0.0 kJ/mol